Version P
ORCA calculation (wB97M-V/def2-TZVPD) on a cluster of 2 separate species, C3H11N2S in total.

Last columns: bonded neighbours and bond lengths (Å).
CARTESIAN COORDINATES (ANGSTROEM)
1 H 0.08 -0.93 -2.96  C14 1.088
2 C -0.04 -0.15 3.53  C3 1.510, H9 1.085, H13 1.084, H17 1.085
3 C -0.99 -0.87 2.61  C2 1.510, S6 1.844, H10 1.087, H16 1.087
4 H 0.73 -0.31 1.07  S6 1.342
5 H 0.41 1.84 -2.01  N15 1.012
6 S -0.49 -0.83 0.84  C3 1.844, H4 1.342
7 H 1.23 1.34 -4.34  N8 1.020
8 N 0.48 0.66 -4.26  H7 1.020, H11 1.007, C14 1.332
9 H 0.96 -0.58 3.50  C2 1.085
10 H -1.99 -0.45 2.63  C3 1.087
11 H 0.28 0.13 -5.09  N8 1.007
12 H 0.12 0.35 -1.09  N15 1.019
13 H -0.45 -0.12 4.53  C2 1.084
14 C 0.29 0.14 -3.05  H1 1.088, N8 1.332, N15 1.300
15 N 0.35 0.84 -1.96  H5 1.012, H12 1.019, C14 1.300
16 H -1.09 -1.93 2.83  C3 1.087
17 H 0.11 0.88 3.20  C2 1.085

The charge is +1.

Mulliken population analysis, charges in e, atoms 1 to 6: atom 1 (H): 0.34, atom 2 (C): -1.23, atom 3 (C): -0.23, atom 4 (H): 0.15, atom 5 (H): 0.25, atom 6 (S): -0.34

=====

Version Q
ORCA calculation (wB97M-V/def2-TZVPD) on a cluster of 2 separate species, C3H11N2S in total.

Last columns: bonded neighbours and bond lengths (Å).
CARTESIAN COORDINATES (ANGSTROEM)
1 H 2.59 -2.34 -2.83  C14 1.133
2 H -1.89 2.58 -0.06  C10 1.146
3 H -3.42 0.98 1.38  C7 1.186
4 N 1.53 -1.98 -1.05  H6 0.945, H12 1.005, C14 1.304
5 S -1.18 -0.11 1.11  C7 1.914, H8 1.347
6 H 0.93 -2.71 -1.11  N4 0.945
7 C -2.33 1.29 1.71  H3 1.186, S5 1.914, C10 1.598, H11 1.115
8 H -2.09 -0.71 0.31  S5 1.347
9 H -2.29 3.35 1.44  C10 1.005
10 C -1.71 2.62 1.07  H2 1.146, C7 1.598, H9 1.005, H16 1.047
11 H -2.32 1.29 2.82  C7 1.115
12 H 1.12 -1.34 -0.39  N4 1.005
13 H 3.38 -0.11 -2.76  N15 0.954
14 C 2.39 -1.63 -1.97  H1 1.133, N4 1.304, N15 1.385
15 N 2.88 -0.34 -1.98  H13 0.954, C14 1.385, H17 1.018
16 H -0.72 2.85 1.32  C10 1.047
17 H 2.58 0.49 -1.47  N15 1.018

The charge is +1.

Mulliken population analysis, charges in e, atoms 1 to 6: atom 1 (H): 0.34, atom 2 (H): 0.27, atom 3 (H): 0.31, atom 4 (N): -0.19, atom 5 (S): -0.31, atom 6 (H): 0.26

=====

We find version P to be the most stable, with the next structure 25.6 kcal/mol higher.

=====

Version P
ORCA calculation (wB97M-V/def2-TZVPD) on a cluster of 3 separate species, C3H11N2S in total.

Last columns: bonded neighbours and bond lengths (Å).
CARTESIAN COORDINATES (ANGSTROEM)
1 N -1.63 0.11 -0.63  H12 0.975, H15 1.055, C16 1.440
2 H -0.37 -2.46 -0.59  C4 1.063
3 C 0.53 0.68 0.44  S9 1.720, N14 1.329, C16 1.580
4 C 0.05 -1.74 0.08  H2 1.063, H11 1.098, C16 1.610, H17 1.103
5 H 0.28 -0.37 -1.45  C16 1.060
6 H 0.56 2.35 1.84  S9 1.325
7 H 2.24 1.46 1.26  N14 1.032
8 H 0.22 2.29 -0.47  no bonds
9 S -0.37 1.42 1.70  C3 1.720, H6 1.325
10 H 0.63 2.39 -1.30  no bonds
11 H 1.13 -1.96 0.13  C4 1.098
12 H -2.21 0.11 0.15  N1 0.975
13 H 2.30 0.77 -0.38  N14 1.005
14 N 1.84 0.87 0.51  C3 1.329, H7 1.032, H13 1.005
15 H -1.59 1.12 -0.96  N1 1.055
16 C -0.25 -0.29 -0.54  N1 1.440, C3 1.580, C4 1.610, H5 1.060
17 H -0.50 -1.91 1.02  C4 1.103

The charge is +1.

Mulliken population analysis, charges in e, atoms 1 to 6: atom 1 (N): -0.57, atom 2 (H): 0.41, atom 3 (C): -0.07, atom 4 (C): -1.24, atom 5 (H): 0.30, atom 6 (H): 0.16

=====

Version Q
ORCA calculation (wB97M-V/def2-TZVPD) on a cluster of 2 separate species, C3H11N2S in total.

Last columns: bonded neighbours and bond lengths (Å).
CARTESIAN COORDINATES (ANGSTROEM)
1 C -0.25 -1.26 -0.55  H4 1.090, C5 1.532, S7 1.829, H11 1.087
2 C 0.71 2.04 -0.06  H9 1.083, N13 1.272, H15 1.091
3 H -0.89 -0.22 1.22  C5 1.095
4 H 0.49 -0.60 -1.00  C1 1.090
5 C -0.25 -1.07 0.97  C1 1.532, H3 1.095, H6 1.093, N17 1.463
6 H -0.71 -1.95 1.42  C5 1.093
7 S -1.89 -0.81 -1.22  C1 1.829, H8 1.338
8 H -1.51 -0.76 -2.50  S7 1.338
9 H 1.32 2.93 -0.10  C2 1.083
10 H -0.98 1.14 -0.77  N13 1.050
11 H 0.00 -2.29 -0.81  C1 1.087
12 H 1.12 -0.78 2.42  N17 1.014
13 N -0.37 2.00 -0.73  C2 1.272, H10 1.050, H14 1.017
14 H -0.64 2.78 -1.32  N13 1.017
15 H 1.01 1.16 0.51  C2 1.091
16 H 1.72 -1.54 1.15  N17 1.017
17 N 1.12 -0.76 1.41  C5 1.463, H12 1.014, H16 1.017

The charge is +1.

Mulliken population analysis, charges in e, atoms 1 to 6: atom 1 (C): -0.73, atom 2 (C): -0.08, atom 3 (H): 0.40, atom 4 (H): 0.42, atom 5 (C): -0.74, atom 6 (H): 0.42

=====

We find version Q to be the most stable, with the next structure 46.6 kcal/mol higher.

=====

Version P
ORCA calculation (wB97M-V/def2-TZVPD) on a cluster of 2 separate species, C3H8N3 in total.

Last columns: bonded neighbours and bond lengths (Å).
CARTESIAN COORDINATES (ANGSTROEM)
1 H 3.26 1.56 0.04  C13 1.025
2 H -3.31 0.86 0.00  C12 1.140
3 N -1.34 0.13 -0.47  H4 0.969, C9 1.532, H11 0.971, C12 1.538
4 H -1.48 -0.06 -1.41  N3 0.969
5 N 0.84 -0.11 0.48  H7 0.957, C9 1.291
6 N 3.78 -0.32 -0.20  C13 1.208, H14 1.069
7 H 1.46 -0.37 1.16  N5 0.957
8 H -2.60 -0.28 1.21  C12 1.093
9 C -0.37 -0.54 0.52  N3 1.532, N5 1.291
10 H -3.15 -1.09 -0.27  C12 1.139
11 H -1.04 1.05 -0.44  N3 0.971
12 C -2.73 -0.11 0.14  H2 1.140, N3 1.538, H8 1.093, H10 1.139
13 C 3.00 0.60 -0.21  H1 1.025, N6 1.208
14 H 3.66 -1.33 -0.55  N6 1.069

The charge is +1.

Mulliken population analysis, charges in e, atoms 1 to 6: atom 1 (H): 0.35, atom 2 (H): 0.34, atom 3 (N): -0.12, atom 4 (H): 0.31, atom 5 (N): -0.27, atom 6 (N): -0.20

=====

Version Q
ORCA calculation (wB97M-V/def2-TZVPD) on a cluster of 2 separate species, C3H8N3 in total.

Last columns: bonded neighbours and bond lengths (Å).
CARTESIAN COORDINATES (ANGSTROEM)
1 H -0.53 1.48 0.88  C14 1.181
2 H 0.15 1.67 -0.80  C14 1.127
3 N -0.40 -1.18 -0.17  C12 1.221
4 N -2.54 0.31 0.27  C11 1.225
5 H -3.18 -1.00 -0.89  C11 1.050
6 H 2.44 0.15 -0.16  N7 1.029
7 N 1.91 -0.73 -0.21  H6 1.029, H8 1.092, H9 0.969, C12 1.525
8 H 1.78 -1.38 -1.08  N7 1.092
9 H 2.25 -1.17 0.59  N7 0.969
10 H -4.35 -0.53 0.53  C11 1.065
11 C -3.45 -0.46 -0.03  N4 1.225, H5 1.050, H10 1.065
12 C 0.46 -0.32 -0.04  N3 1.221, N7 1.525, C14 1.501
13 H 1.29 1.56 0.56  C14 1.073
14 C 0.37 1.16 0.18  H1 1.181, H2 1.127, C12 1.501, H13 1.073

The charge is +1.

Mulliken population analysis, charges in e, atoms 1 to 6: atom 1 (H): 0.32, atom 2 (H): 0.30, atom 3 (N): -0.40, atom 4 (N): -0.30, atom 5 (H): 0.26, atom 6 (H): 0.33

=====

We find version Q to be the most stable, with the next structure 19.8 kcal/mol higher.

=====

Version P
ORCA calculation (wB97M-V/def2-TZVPD) on the ion C3H8N3 with charge +1.

Last columns: bonded neighbours and bond lengths (Å).
CARTESIAN COORDINATES (ANGSTROEM)
1 H 0.28 0.06 -1.18  N12 1.026
2 H -0.02 2.19 -0.36  C9 1.095
3 H 0.78 1.58 1.22  C9 1.120
4 H 2.02 0.41 -0.80  N12 1.070
5 C -0.78 -0.74 0.38  H10 1.071, N11 1.465, C13 1.536, N14 1.367
6 H 1.14 -1.16 1.24  C13 1.065
7 H -2.29 -0.33 -0.70  N14 1.040
8 H 0.77 -1.85 -0.45  C13 1.099
9 C 0.26 1.33 0.26  H2 1.095, H3 1.120, N11 1.483, N12 1.483
10 H -1.53 -1.34 0.85  C5 1.071
11 N -1.07 0.70 0.46  C5 1.465, C9 1.483, N14 1.449
12 N 1.00 0.28 -0.48  H1 1.026, H4 1.070, C9 1.483, C13 1.521
13 C 0.73 -1.02 0.26  C5 1.536, H6 1.065, H8 1.099, N12 1.521
14 N -1.27 -0.11 -0.72  C5 1.367, H7 1.040, N11 1.449

The charge is +1. The SMILES is C1[NH2+]CN2N[C@@H]12.

Mulliken population analysis, charges in e, atoms 1 to 6: atom 1 (H): 0.54, atom 2 (H): 0.34, atom 3 (H): 0.32, atom 4 (H): 0.28, atom 5 (C): 0.09, atom 6 (H): 0.38

=====

Version Q
ORCA calculation (wB97M-V/def2-TZVPD) on a cluster of 3 separate species, C3H8N3 in total.

Last columns: bonded neighbours and bond lengths (Å).
CARTESIAN COORDINATES (ANGSTROEM)
1 N 1.45 -0.39 0.09  H4 0.959, C10 1.355, C14 1.388
2 H -1.60 0.39 -2.75  C9 1.056
3 H -0.31 1.30 1.50  no bonds
4 H 2.14 -0.27 -0.57  N1 0.959
5 N -0.17 -0.92 1.15  H8 0.968, C10 1.382, C14 1.397
6 H -0.36 2.19 1.75  no bonds
7 N -0.86 0.20 -0.89  C9 1.305, H11 0.992, C14 1.342
8 H -0.94 -1.15 1.68  N5 0.968
9 C -0.77 0.60 -2.13  H2 1.056, N7 1.305, H12 1.056
10 C 1.21 -1.06 1.24  N1 1.355, N5 1.382, H13 1.088, C14 1.898
11 H -1.75 0.08 -0.48  N7 0.992
12 H 0.15 0.87 -2.57  C9 1.056
13 H 1.72 -1.66 1.99  C10 1.088
14 C 0.08 -0.18 -0.01  N1 1.388, N5 1.397, N7 1.342, C10 1.898

The charge is +1.

Mulliken population analysis, charges in e, atoms 1 to 6: atom 1 (N): -0.12, atom 2 (H): 0.26, atom 3 (H): -0.31, atom 4 (H): 0.16, atom 5 (N): -0.12, atom 6 (H): 0.38

=====

We find version P to be the most stable, with the next structure 55.3 kcal/mol higher.

=====

Version P
ORCA calculation (wB97M-V/def2-TZVPD) on the ion C3H8N3 with charge +1.

Last columns: bonded neighbours and bond lengths (Å).
CARTESIAN COORDINATES (ANGSTROEM)
1 H 3.62 0.25 1.31  C8 1.010
2 N 1.91 0.02 0.16  C8 1.311, N10 1.230
3 N -1.21 1.21 -0.16  H4 1.130, C5 1.484, H7 1.008, H11 0.997
4 H -1.49 1.55 -1.20  N3 1.130
5 C -0.60 -0.14 -0.10  N3 1.484, N10 1.326, C12 1.538
6 H -2.50 -0.78 -0.52  C12 1.133
7 H -2.04 1.12 0.41  N3 1.008
8 C 3.20 0.08 0.41  H1 1.010, N2 1.311, H13 1.076
9 H -1.46 -2.01 -0.95  C12 1.176
10 N 0.72 -0.14 -0.11  N2 1.230, C5 1.326
11 H -0.60 1.88 0.26  N3 0.997
12 C -1.62 -1.29 -0.04  C5 1.538, H6 1.133, H9 1.176, H14 1.117
13 H 3.89 0.03 -0.41  C8 1.076
14 H -1.81 -1.79 0.95  C12 1.117

The charge is +1. The SMILES is C=N/N=C(/C)[NH3+].

Mulliken population analysis, charges in e, atoms 1 to 6: atom 1 (H): 0.28, atom 2 (N): -0.20, atom 3 (N): -0.38, atom 4 (H): 0.37, atom 5 (C): 0.23, atom 6 (H): 0.33

=====

Version Q
ORCA calculation (wB97M-V/def2-TZVPD) on the ion C3H8N3 with charge +1.

Last columns: bonded neighbours and bond lengths (Å).
CARTESIAN COORDINATES (ANGSTROEM)
1 H 1.25 1.62 1.78  C2 1.103
2 C 0.67 1.05 1.04  H1 1.103, N4 1.522, N5 1.452
3 N -0.98 -0.52 -0.67  C6 1.400, C8 1.290, H10 0.985
4 N 1.10 -0.29 0.48  C2 1.522, N5 1.403, C6 1.455
5 N 1.35 0.89 -0.23  C2 1.452, N4 1.403, H9 1.013, H12 0.988
6 C 0.13 -1.19 -0.13  N3 1.400, N4 1.455, H11 1.075, H13 1.109
7 H -2.69 0.66 -0.28  C8 1.089
8 C -1.87 0.04 0.07  N3 1.290, H7 1.089, H14 1.014
9 H 0.85 1.26 -1.03  N5 1.013
10 H -0.94 -0.53 -1.65  N3 0.985
11 H 0.71 -1.80 -0.79  C6 1.075
12 H 2.33 1.01 -0.30  N5 0.988
13 H -0.12 -1.92 0.67  C6 1.109
14 H -1.79 -0.28 1.03  C8 1.014

The charge is +1.

Mulliken population analysis, charges in e, atoms 1 to 6: atom 1 (H): 0.18, atom 2 (C): -0.40, atom 3 (N): -0.08, atom 4 (N): -0.20, atom 5 (N): 0.02, atom 6 (C): -0.54

=====

Version R
ORCA calculation (wB97M-V/def2-TZVPD) on a cluster of 2 separate species, C3H8N3 in total.

Last columns: bonded neighbours and bond lengths (Å).
CARTESIAN COORDINATES (ANGSTROEM)
1 H 1.18 1.80 -0.18  C3 1.075
2 N 1.78 -1.97 -0.68  H5 0.991, H7 1.031, H14 1.006
3 C 0.16 1.47 -0.06  H1 1.075, C4 1.403, N8 1.401
4 C -1.03 2.00 0.47  C3 1.403, H11 1.065, N12 1.391
5 H 1.56 -2.34 -1.58  N2 0.991
6 H 0.73 -0.61 -0.42  N8 1.090
7 H 2.64 -1.41 -0.71  N2 1.031
8 N -0.04 0.08 -0.06  C3 1.401, H6 1.090, C13 1.317
9 H -1.79 -1.12 0.37  C13 1.108
10 H -2.75 1.00 1.11  N12 0.946
11 H -1.13 3.04 0.65  C4 1.065
12 N -1.89 0.93 0.72  C4 1.391, H10 0.946, C13 1.303
13 C -1.25 -0.16 0.40  N8 1.317, H9 1.108, N12 1.303
14 H 1.82 -2.73 -0.02  N2 1.006

The charge is +1.

Mulliken population analysis, charges in e, atoms 1 to 6: atom 1 (H): 0.37, atom 2 (N): -0.92, atom 3 (C): -0.14, atom 4 (C): -0.38, atom 5 (H): 0.25, atom 6 (H): 0.39

=====

We find version R to be the most stable, with the next structure 124.6 kcal/mol higher.

=====

Version P
ORCA calculation (wB97M-V/def2-TZVPD) on a cluster of 2 separate species, C9H13NO2 in total.

Last columns: bonded neighbours and bond lengths (Å).
CARTESIAN COORDINATES (ANGSTROEM)
1 C -1.84 1.31 0.31  H10 1.073, C20 1.386, C25 1.424
2 C 1.78 -2.67 0.25  C11 1.512, O16 1.224, N21 1.338
3 H 1.91 2.01 0.16  C14 1.090
4 H 1.45 -3.24 -1.77  N21 1.015
5 C -2.07 2.12 -2.08  H12 1.148, H23 1.084, H24 1.081, C25 1.501
6 H 0.46 -3.59 1.83  C11 1.115
7 H 2.54 -2.07 -1.60  N21 1.012
8 H -0.13 -3.76 0.18  C11 1.092
9 C 0.07 2.21 -0.85  C14 1.398, H19 1.079, C25 1.365
10 H -2.86 0.99 0.33  C1 1.073
11 C 0.78 -3.68 0.77  C2 1.512, H6 1.115, H8 1.092, H17 1.067
12 H -2.27 1.09 -2.56  C5 1.148
13 H 0.78 1.09 3.24  O22 0.972
14 C 0.83 2.03 0.31  H3 1.090, C9 1.398, C15 1.366
15 C 0.16 1.69 1.45  C14 1.366, C20 1.400, O22 1.412
16 O 2.47 -1.95 0.96  C2 1.224
17 H 1.10 -4.68 0.96  C11 1.067
18 H -1.71 1.10 2.45  C20 1.083
19 H 0.60 2.37 -1.78  C9 1.079
20 C -1.20 1.40 1.54  C1 1.386, C15 1.400, H18 1.083
21 N 1.95 -2.70 -1.08  C2 1.338, H4 1.015, H7 1.012
22 O 0.95 1.81 2.61  H13 0.972, C15 1.412
23 H -1.55 2.47 -2.96  C5 1.084
24 H -2.96 2.68 -1.85  C5 1.081
25 C -1.27 1.95 -0.82  C1 1.424, C5 1.501, C9 1.365

As for the multiplicity: 2. The charge is -1. As for the expectation value of S²: 0.7504.

Mulliken population analysis, charges in e, atoms 1 to 6: atom 1 (C): -1.02, atom 2 (C): 1.09, atom 3 (H): 0.46, atom 4 (H): 0.80, atom 5 (C): -1.76, atom 6 (H): 0.51

=====

Version Q
ORCA calculation (wB97M-V/def2-TZVPD) on a cluster of 2 separate species, C9H13NO2 in total.

Last columns: bonded neighbours and bond lengths (Å).
CARTESIAN COORDINATES (ANGSTROEM)
1 O 2.42 4.55 1.45  C20 1.221
2 C -1.93 -0.74 -0.17  C7 1.386, C14 1.481, O25 1.364
3 H 0.72 3.47 -1.15  C23 1.034
4 C -0.28 -2.91 -0.38  C10 1.407, C12 1.507, C15 1.419
5 H -0.79 -3.08 -2.39  C15 1.007
6 H -2.84 0.68 0.75  O25 0.951
7 C -1.47 -1.32 1.00  C2 1.386, H8 1.148, C10 1.398
8 H -1.95 -0.88 1.94  C7 1.148
9 H -0.15 -2.87 1.83  C10 1.169
10 C -0.47 -2.30 0.87  C4 1.407, C7 1.398, H9 1.169
11 H 1.98 -2.70 -0.28  C12 1.130
12 C 1.13 -3.43 -0.47  C4 1.507, H11 1.130, H13 1.028, H18 1.112
13 H 1.39 -4.14 0.23  C12 1.028
14 C -1.83 -1.43 -1.48  C2 1.481, C15 1.409, H17 1.070
15 C -0.91 -2.49 -1.58  C4 1.419, H5 1.007, C14 1.409
16 H 1.47 2.35 2.36  N22 1.099
17 H -2.42 -1.20 -2.34  C14 1.070
18 H 1.55 -3.93 -1.37  C12 1.112
19 H 0.53 1.97 0.83  N22 1.026
20 C 1.76 3.72 0.84  O1 1.221, N22 1.413, C23 1.595
21 H 0.33 4.88 -0.17  C23 1.090
22 N 1.32 2.45 1.27  H16 1.099, H19 1.026, C20 1.413
23 C 1.10 4.20 -0.53  H3 1.034, C20 1.595, H21 1.090, H24 1.010
24 H 1.90 4.67 -0.94  C23 1.010
25 O -2.55 0.47 -0.13  C2 1.364, H6 0.951

As for the multiplicity: 2. The charge is -1. As for the expectation value of S²: 0.7616.

Mulliken population analysis, charges in e, atoms 1 to 6: atom 1 (O): -0.57, atom 2 (C): 0.35, atom 3 (H): 0.43, atom 4 (C): 0.84, atom 5 (H): 0.41, atom 6 (H): 0.27

=====

We find version P to be the most stable, with the next structure 23.9 kcal/mol higher.